Entry 1:
Formula: C7H16O3
Source: OMol25
Level of theory: ωB97M-V/def2-TZVPD

For the energy above the lowest of the compared OMol25 structures with the same formula, charge and spin, the calculation gives 140.5 kJ/mol. For the HOMO energy, the calculation gives -0.350 hartree. As for the total charge: 0. As for the energy: -13659.830 eV. The orbital gap comes out at 9.94 eV.

Each line ends with the Mulliken charge.
CARTESIAN COORDINATES (ANGSTROEM)
O1 2.84 2.11 0.38  -0.540
C1 2.14 1.51 -0.42  -0.185
C2 1.40 0.27 -0.03  -0.264
C3 0.01 0.23 -0.68  0.220
C4 -0.86 1.44 -0.30  -1.059
C5 -1.15 1.52 1.21  -0.522
C6 -1.90 0.33 1.73  -0.037
C7 -2.89 -0.28 1.10  -0.907
H1 2.02 1.92 -1.41  0.440
H2 1.32 0.21 1.07  0.194
H3 1.97 -0.63 -0.37  0.419
H4 0.14 0.20 -1.77  0.481
H5 -0.52 -0.73 -0.37  -0.572
H6 -1.76 1.39 -0.89  0.427
H7 -0.39 2.34 -0.70  0.450
H8 -1.76 2.41 1.42  0.347
H9 -0.21 1.66 1.74  0.348
H10 -1.57 -0.01 2.75  0.248
H11 -3.45 -1.16 1.53  0.310
H12 -3.24 0.02 0.15  0.263
H13 0.43 -2.56 -1.44  0.379
H14 0.96 -2.69 -2.84  0.283
O2 0.95 -2.12 -2.12  -0.617
H15 -1.21 -2.74 0.20  0.302
H16 0.14 -3.42 0.61  0.344
O3 -0.46 -3.28 -0.17  -0.751

---

Entry 2:
Formula: C4H10N2O
Source: OMol25
Level of theory: ωB97M-V/def2-TZVPD

For the energy above the lowest of the compared OMol25 structures with the same formula, charge and spin, the calculation gives 348.9 kJ/mol. For the HOMO energy, the calculation gives -0.296 hartree. As for the total charge: 0. As for the energy: -9335.371 eV. The orbital gap comes out at 9.14 eV.

Each line ends with the Mulliken charge.
CARTESIAN COORDINATES (ANGSTROEM)
C1 0.00 0.21 -1.41  -0.535
C2 -1.25 -0.55 -0.89  -0.383
C3 -0.30 -0.02 1.10  0.197
C4 0.35 -1.30 1.58  -1.094
N1 0.84 0.55 -0.29  -0.143
N2 1.09 1.90 -0.09  -0.541
O1 -1.48 -0.09 0.42  -0.413
H1 0.56 -0.44 -2.09  0.226
H2 -0.32 1.11 -1.97  0.353
H3 -2.15 -0.33 -1.48  0.330
H4 -1.08 -1.63 -0.91  0.256
H5 -0.31 0.78 1.83  0.375
H6 -0.27 -1.76 2.35  0.331
H7 1.32 -1.06 2.00  0.349
H8 0.48 -2.00 0.76  0.255
H9 0.47 2.52 -0.60  0.218
H10 2.06 2.11 -0.29  0.217

---

Entry 3:
Formula: CH21O10
Source: OMol25
Level of theory: ωB97M-V/def2-TZVPD

For the energy above the lowest of the compared OMol25 structures with the same formula, charge and spin, the calculation gives 99.6 kJ/mol. For the HOMO energy, the calculation gives -0.222 hartree. As for the total charge: -1. As for the energy: -21854.217 eV. The orbital gap comes out at 9.14 eV.

Each line ends with the Mulliken charge.
CARTESIAN COORDINATES (ANGSTROEM)
C1 -0.04 0.85 1.07  -0.395
O1 -0.32 -0.53 0.91  0.818
H1 0.49 1.21 0.15  -0.527
H2 0.60 0.91 2.02  0.281
H3 -1.06 1.32 1.15  0.577
O2 -2.22 2.04 -0.80  -0.753
H4 -1.78 1.86 0.02  0.049
H5 -2.12 1.17 -1.21  0.356
O3 -1.70 -1.23 3.11  -0.739
H6 -2.58 -0.82 3.17  0.258
H7 -1.20 -0.87 2.39  0.168
O4 2.41 -0.40 -2.63  -0.638
H8 1.76 -1.03 -2.43  0.315
H9 2.32 0.29 -1.97  0.345
O5 2.44 -1.08 1.39  -0.775
H10 1.54 -0.80 1.23  0.130
H11 2.40 -1.13 2.33  0.290
O6 -3.16 -1.07 0.55  -0.659
H12 -3.89 -0.48 0.28  0.295
H13 -2.39 -0.57 0.77  0.125
O7 -1.07 -0.31 -1.73  -0.806
H14 -0.81 -0.41 -0.79  0.148
H15 -1.10 -1.22 -2.15  0.255
O8 3.15 1.51 -0.50  -0.715
H16 3.29 2.12 -1.22  0.309
H17 2.30 1.57 -0.15  0.307
O9 0.54 1.78 -2.51  -0.632
H18 0.05 0.95 -2.38  0.410
H19 0.10 2.36 -1.94  0.302
O10 0.61 -2.96 0.39  -0.707
H20 1.38 -2.80 0.88  0.325
H21 0.05 -2.24 0.59  0.284